Entry 1:
{
  "formula": "C3H6N2OS2",
  "method": "the ωB97M-V functional and the def2-TZVPD basis",
  "total_energy_ev": -29903.985,
  "lumo_energy_ha": -0.044,
  "de_lowest_kj_mol": 322.2,
  "orbital_gap_ha": 0.28480,
  "total_charge": 0,
  "symbols": ["N", "N", "C", "S", "C", "S", "C", "O", "H", "H", "H", "H", "H", "H"],
  "coordinates": [[-0.5155, 0.4416, 1.2415], [0.4071, 0.6422, 0.1871], [1.2806, 1.7689, 0.1892], [0.9527, 3.0419, 1.2106], [0.5916, -0.4707, -0.6183], [1.7512, -0.4633, -1.7984], [-0.3375, -1.6306, -0.3935], [-1.8142, -1.3398, -0.3344], [-1.4652, 0.6261, 0.8162], [-0.3667, 1.3032, 1.8795], [2.0094, 1.6458, -0.5833], [-0.1332, -2.0048, 0.7177], [-0.0948, -2.3715, -1.2238], [-2.2655, -1.1889, -1.2898]]
}


Entry 2:
{
  "formula": "C3H6N2OS2",
  "method": "the ωB97M-V functional and the def2-TZVPD basis",
  "total_energy_ev": -29906.327,
  "lumo_energy_ha": 0.019,
  "de_lowest_kj_mol": 96.2,
  "orbital_gap_ha": 0.33688,
  "total_charge": 0,
  "symbols": ["C", "C", "S", "N", "C", "O", "N", "S", "H", "H", "H", "H", "H", "H"],
  "coordinates": [[-1.2293, -0.0062, 1.1756], [-1.3077, 0.0148, -0.3482], [-0.5964, -1.4590, -1.1439], [1.0452, -1.1916, -0.7263], [1.7137, -0.0089, -0.4936], [2.8533, -0.0150, -0.0324], [1.0606, 1.1809, -0.7213], [-0.5749, 1.4610, -1.1441], [-1.7400, -0.8889, 1.5562], [-0.1902, 0.0179, 1.5022], [-1.7135, 0.9050, 1.6025], [-2.3517, 0.0058, -0.7141], [1.5162, -1.9644, -0.2488], [1.5148, 1.9486, -0.2640]]
}


Entry 3:
{
  "formula": "C3H6N2OS2",
  "method": "the ωB97M-V functional and the def2-TZVPD basis",
  "total_energy_ev": -29902.504,
  "lumo_energy_ha": [-0.012, -0.012],
  "de_lowest_kj_mol": 465.1,
  "orbital_gap_ha": [0.29011, 0.29018],
  "total_charge": 0,
  "symbols": ["C", "C", "C", "N", "N", "O", "S", "S", "H", "H", "H", "H", "H", "H"],
  "coordinates": [[0.9291, 0.9163, 0.0576], [2.3485, 1.3744, 0.2017], [-1.5801, -2.2087, -0.2311], [-0.0486, 1.3745, 0.7271], [-1.1698, -0.2890, -0.9290], [-2.5271, 0.5989, 1.1249], [0.4913, -0.2264, -1.3081], [-1.6220, 0.9439, 0.0464], [2.3702, 2.3275, -0.2171], [3.0984, 0.6230, -0.1754], [2.6362, 1.4346, 1.2811], [-0.6159, -2.7570, -0.1582], [-2.0343, -1.7001, 0.6668], [-2.2760, -2.4118, -1.0868]]
}


Entry 4:
{
  "formula": "C3H6N2OSi",
  "method": "the ωB97M-V functional and the def2-TZVPD basis",
  "total_energy_ev": -16107.528,
  "lumo_energy_ha": [-0.043, 0.006],
  "de_lowest_kj_mol": 355.8,
  "orbital_gap_ha": [0.26999, 0.31395],
  "total_charge": 0,
  "symbols": ["C", "C", "C", "N", "N", "O", "Si", "H", "H", "H", "H", "H", "H"],
  "coordinates": [[-1.0637, 1.9965, 0.2464], [-1.7495, 1.6711, 1.4656], [-0.7620, 0.8360, -0.4860], [-2.0027, 0.5524, 2.0230], [-1.2689, -0.2875, -0.0744], [-0.8745, -1.5568, -0.3263], [0.7801, -1.9729, -0.1495], [-0.7008, 2.8999, 0.0662], [-2.3125, 2.4451, 1.9219], [-0.0954, 0.7921, -1.4235], [0.8542, -3.4398, -0.1917], [1.4835, -1.6814, -1.5506], [0.9921, -1.4146, 1.1187]]
}


Entry 5:
{
  "formula": "C3H6N2S",
  "method": "the ωB97M-V functional and the def2-TZVPD basis",
  "total_energy_ev": -17021.643,
  "lumo_energy_ha": 0.017,
  "de_lowest_kj_mol": 231.3,
  "orbital_gap_ha": 0.36643,
  "total_charge": 0,
  "symbols": ["C", "N", "C", "S", "C", "N", "H", "H", "H", "H", "H", "H"],
  "coordinates": [[1.5590, 0.5311, 0.0068], [0.1850, -0.0891, -0.2710], [-0.8183, 0.8248, 0.3195], [0.0182, -1.7112, 0.4792], [-1.1485, -2.2609, -0.6233], [-1.8774, -2.6450, -1.3864], [1.6323, 0.6252, 1.0795], [2.4577, 0.0507, -0.3959], [1.4305, 1.5093, -0.3916], [-1.7479, 0.3730, -0.0685], [-0.9728, 0.9816, 1.3237], [-0.7178, 1.8103, -0.0719]]
}


Entry 6:
{
  "formula": "C3H6N2S",
  "method": "the ωB97M-V functional and the def2-TZVPD basis",
  "total_energy_ev": -17021.873,
  "lumo_energy_ha": 0.005,
  "de_lowest_kj_mol": 209.2,
  "orbital_gap_ha": 0.31933,
  "total_charge": 0,
  "symbols": ["H", "N", "C", "C", "N", "C", "S", "H", "H", "H", "H", "H"],
  "coordinates": [[1.5984, 0.2159, -0.2814], [1.3014, -0.6157, -0.8206], [-0.0231, -0.8317, -0.7994], [-0.5609, -1.9473, -1.5275], [-0.9971, -0.1980, -0.0835], [-0.7634, 0.7977, 0.7790], [0.6010, 1.4185, 1.2885], [0.4549, -2.4727, -1.8743], [-1.0736, -2.5542, -0.6506], [-0.9593, -1.6154, -2.5495], [-1.9254, -0.0780, -0.5613], [-1.7571, 1.3922, 0.9173]]
}